# 1
Computed, not measured: a molecular structure, C22H20N4OS3TcTe4, with ωB97M-V/def2-TZVPD.

The lowest unoccupied orbital energy (spin up / spin down) is -1.11 / -1.78 eV. As for the spin multiplicity: 2. The maximum force comes out at 0.006 Eh/bohr. As for the frontier orbital gap (spin up / spin down): 6.1 / 5.3 eV. As for the expectation value of S²: 0.797. For the HOMO energy (spin up / spin down), the calculation gives -7.17 / -7.09 eV. For the energy, the calculation gives -95025.775 eV.

Each line ends with the Löwdin spin population.
Element x y z (Å)
Te1 0.568 4.269 -0.094  0.53
Te2 -1.132 6.318 -0.144  0.17
Te3 -3.224 5.008 -1.240  0.01
Te4 -3.070 2.827 0.327  0.00
Tc1 -0.608 1.916 -0.353  0.27
S1 1.608 -1.847 1.372  0.00
S2 -1.059 1.200 7.167  0.00
S3 1.438 0.940 0.085  -0.01
O1 -0.918 2.268 -2.231  0.01
N1 -1.055 -0.076 -0.787  0.00
N2 -0.796 1.455 1.845  0.00
N3 -0.357 -1.068 -0.071  -0.01
N4 -1.212 -1.177 6.040  0.00
C1 4.862 -1.510 -2.223  0.00
C2 -1.887 1.686 -2.933  0.00
C3 -3.992 0.720 -4.519  0.00
C4 -2.411 2.451 -3.993  0.00
C5 -1.762 0.022 3.491  0.00
C6 -3.464 -0.055 -3.518  0.00
C7 -1.006 0.617 4.491  0.00
C8 0.789 -0.668 0.351  0.00
C9 4.241 -1.032 -1.076  0.00
C10 -2.048 -2.000 -1.947  0.00
C11 5.118 -3.662 -1.190  0.00
C12 -1.638 0.478 2.192  0.00
C13 -1.089 0.154 5.911  0.00
C14 4.497 -3.184 -0.047  0.00
C15 5.300 -2.825 -2.284  0.00
C16 4.049 -1.866 0.021  0.00
C17 -2.412 0.397 -2.695  0.00
C18 -3.446 1.984 -4.763  0.00
C19 -0.078 2.035 2.814  0.01
C20 -0.165 1.663 4.139  0.00
C21 3.358 -1.371 1.261  0.00
C22 -1.817 -0.528 -1.742  0.01
H1 5.785 -3.197 -3.179  0.00
H2 0.597 2.816 2.502  0.02
H3 -3.880 -1.039 -3.348  0.00
H4 5.463 -4.689 -1.228  0.00
H5 3.436 -0.291 1.373  0.00
H6 0.422 2.170 4.892  0.00
H7 3.902 -0.004 -1.034  0.00
H8 3.792 -1.830 2.150  0.00
H9 -2.471 -0.768 3.708  0.00
H10 -1.073 -1.795 5.257  0.00
H11 -1.258 -1.566 6.965  0.00
H12 4.353 -3.842 0.804  0.00
H13 -1.883 -2.261 -2.992  0.00
H14 -2.235 0.051 1.397  0.00
H15 -4.817 0.352 -5.117  0.00
H16 -1.408 -2.595 -1.312  0.00
H17 -3.842 2.603 -5.561  0.00
H18 -3.091 -2.230 -1.712  0.00
H19 -1.979 3.429 -4.153  0.00
H20 5.006 -0.850 -3.070  0.00

Force components x, y, z for each atom (eV/Å):
Te 0.050 -0.270 0.035
Te -0.138 0.055 -0.004
Te 0.029 0.023 -0.006
Te 0.016 0.015 -0.043
Tc 0.166 0.192 -0.038
S -0.055 -0.012 -0.022
S -0.006 0.045 0.113
S 0.089 0.021 0.014
O -0.256 -0.124 0.082
N -0.058 -0.225 -0.008
N -0.108 0.058 -0.226
N 0.053 0.208 -0.043
N -0.005 -0.013 -0.010
C 0.000 0.021 -0.024
C 0.086 0.128 -0.026
C -0.004 0.000 -0.003
C 0.037 -0.018 0.047
C -0.043 -0.027 -0.028
C -0.007 -0.038 0.020
C -0.005 -0.040 0.156
C -0.100 -0.114 -0.038
C 0.009 0.022 0.014
C -0.061 0.015 -0.006
C 0.002 -0.008 -0.002
C -0.068 -0.046 0.085
C 0.006 -0.034 -0.264
C -0.015 -0.015 0.006
C 0.014 -0.022 -0.006
C -0.016 -0.051 -0.026
C -0.015 -0.050 0.023
C -0.031 0.034 -0.053
C 0.070 -0.040 0.121
C 0.018 0.027 -0.088
C 0.057 0.020 0.023
C 0.041 0.071 -0.006
H -0.027 0.022 0.051
H 0.036 0.076 -0.037
H 0.022 0.052 -0.010
H -0.019 0.057 0.003
H 0.001 0.009 -0.004
H -0.012 -0.008 -0.008
H 0.016 -0.044 -0.003
H 0.025 0.019 0.001
H 0.032 0.032 -0.005
H -0.001 0.033 0.034
H 0.001 -0.031 0.048
H 0.004 0.036 -0.043
H 0.006 0.003 0.019
H 0.032 -0.001 0.042
H 0.040 0.015 0.026
H 0.029 -0.013 0.031
H 0.019 -0.027 0.040
H 0.049 0.003 -0.003
H 0.001 -0.011 0.009
H -0.008 -0.029 0.039

---

# 2
Computed, not measured: a molecular structure, C22H20N5O3RhSSe2 at a distorted geometry, with ωB97M-V/def2-TZVPD.

The lowest unoccupied orbital energy is -7.53 eV. The maximum force comes out at 0.022 Eh/bohr. As for the frontier orbital gap: 7.5 eV. Its charge is +2. For the HOMO energy, the calculation gives -14.99 eV. For the energy, the calculation gives -181253.295 eV.

Each line ends with the Löwdin charge.
Element x y z (Å)
Rh1 0.030 0.227 -0.111  1.00
Se1 -2.613 -0.294 -1.810  0.84
Se2 -0.615 0.829 -2.390  0.91
S1 2.447 -1.176 -1.917  0.68
O1 1.672 -0.752 -3.048  -0.35
O2 2.566 -2.569 -1.637  -0.24
O3 2.169 1.474 0.643  0.01
N1 -0.572 -1.665 -0.433  -0.13
N2 1.844 -0.398 -0.533  -0.19
N3 0.945 0.243 2.789  0.07
N4 -0.052 -0.107 1.945  -0.05
N5 -0.650 2.349 -0.168  -0.08
C1 0.099 -2.722 0.037  -0.11
C2 -0.769 3.386 0.659  -0.07
C3 2.636 0.651 -0.151  -0.47
C4 3.983 -0.318 -1.824  -0.21
C5 -2.138 -3.111 -1.485  -0.05
C6 0.659 -0.080 4.057  -0.26
C7 -1.013 2.490 -1.446  -0.59
C8 5.101 -0.557 -2.592  0.00
C9 -1.275 4.598 0.214  0.00
C10 -0.330 -4.015 -0.202  0.01
C11 6.200 0.267 -2.360  -0.02
C12 -1.651 4.729 -1.112  0.00
C13 -1.669 -1.850 -1.188  -0.64
C14 6.162 1.270 -1.395  -0.02
C15 3.932 0.672 -0.848  -0.13
C16 5.029 1.484 -0.621  0.03
C17 -2.283 -1.211 2.150  -0.01
C18 -0.591 -0.679 4.030  0.05
C19 -1.464 -4.213 -0.970  0.01
C20 1.590 0.200 5.183  0.01
C21 -1.513 3.650 -1.984  -0.04
C22 -1.000 -0.682 2.698  -0.30
H1 1.926 1.236 5.172  0.09
H2 5.128 -1.337 -3.340  0.14
H3 -2.044 5.669 -1.476  0.13
H4 -3.008 -3.232 -2.116  0.12
H5 1.090 0.014 6.130  0.09
H6 -1.817 -5.212 -1.187  0.14
H7 -0.451 3.229 1.681  0.13
H8 2.466 -0.448 5.129  0.10
H9 -2.144 -2.176 1.659  0.08
H10 -1.142 -1.057 4.874  0.13
H11 -1.772 3.724 -3.031  0.13
H12 -2.736 -0.516 1.439  0.07
H13 0.988 -2.507 0.611  0.12
H14 -2.988 -1.360 2.964  0.10
H15 5.002 2.253 0.139  0.13
H16 0.239 -4.840 0.199  0.13
H17 1.734 0.747 2.403  0.13
H18 7.036 1.889 -1.243  0.12
H19 7.101 0.124 -2.941  0.13
H20 -1.371 5.425 0.903  0.13

Force components x, y, z for each atom (eV/Å):
Rh -0.975 -0.565 0.112
Se 0.016 -0.105 0.056
Se 0.064 0.336 -0.220
S -0.044 0.031 0.137
O -0.041 -0.051 -0.038
O 0.040 -0.022 -0.049
O 0.527 0.043 -0.151
N 0.149 0.132 -0.147
N 0.178 0.229 0.323
N 0.037 0.052 -0.093
N 0.272 -0.026 -0.192
N -0.034 -0.087 -0.019
C 0.017 -0.063 0.126
C 0.010 -0.008 0.031
C -0.179 0.354 0.068
C -0.023 -0.062 0.001
C -0.065 -0.020 -0.005
C -0.092 -0.035 0.011
C 0.043 -0.065 0.066
C 0.042 0.068 0.018
C 0.012 -0.014 0.040
C -0.033 0.025 -0.007
C -0.009 0.009 0.012
C -0.016 0.051 -0.024
C -0.002 0.057 -0.087
C 0.010 -0.001 -0.007
C 0.058 -0.257 -0.015
C -0.034 -0.004 -0.014
C -0.031 0.025 -0.031
C 0.112 0.027 0.042
C 0.042 0.023 0.042
C -0.015 -0.008 0.027
C 0.035 -0.031 -0.015
C -0.067 -0.035 -0.008
H 0.012 -0.002 -0.012
H -0.008 -0.006 -0.002
H -0.001 -0.001 -0.007
H 0.003 0.012 -0.004
H 0.004 -0.001 -0.003
H 0.004 -0.007 -0.003
H -0.008 0.017 0.005
H 0.009 0.008 0.001
H -0.005 0.007 0.025
H 0.000 -0.005 0.004
H -0.008 -0.012 -0.003
H 0.027 -0.021 -0.005
H -0.006 -0.010 -0.012
H -0.011 0.021 -0.003
H -0.011 -0.004 0.009
H -0.005 -0.014 -0.006
H 0.000 0.025 0.028
H -0.001 0.000 0.001
H -0.004 -0.008 -0.008
H 0.003 0.000 0.005

---

# 3
Computed, not measured: a molecular structure, C22H21BrCsN5O12, with ωB97M-V/def2-TZVPD.

The lowest unoccupied orbital energy is 3.79 eV. The maximum force comes out at 0.010 Eh/bohr. As for the frontier orbital gap: 6.4 eV. Its charge is -2. For the HOMO energy, the calculation gives -2.57 eV. For the energy, the calculation gives -125760.162 eV.

Each line ends with the Löwdin charge.
Element x y z (Å)
Cs1 1.034 -0.819 0.016  1.32
Br1 -4.070 -1.761 0.855  0.73
O1 0.076 -3.069 1.438  -0.31
O2 -4.116 2.728 3.459  0.05
O3 1.263 2.563 1.568  -0.05
O4 5.189 5.951 -0.700  0.01
O5 0.716 1.754 -1.646  -0.08
O6 -0.805 -1.188 -2.588  -0.25
O7 1.404 3.888 -5.038  0.01
O8 2.827 1.119 0.862  -0.22
O9 1.392 -3.587 -0.723  -0.30
O10 4.667 6.441 -2.730  0.00
O11 -0.181 2.985 -3.904  0.05
O12 -3.203 0.437 -1.664  -0.21
N1 -1.974 -0.007 1.195  0.04
N2 0.932 3.477 -3.977  -0.36
N3 4.507 5.776 -1.707  -0.38
N4 0.986 -4.000 1.350  -0.30
N5 1.653 -4.300 0.273  -0.09
C1 1.304 -4.771 2.502  -0.17
C2 -2.044 2.050 2.425  0.01
C3 -1.211 -2.537 -2.579  -0.11
C4 -3.381 1.844 2.720  -0.32
C5 2.354 3.007 -0.483  -0.05
C6 1.825 -6.227 4.820  -0.13
C7 2.140 2.161 0.769  -0.75
C8 1.510 2.710 -1.644  -0.31
C9 1.736 3.592 -2.779  -0.07
C10 3.299 3.977 -0.516  0.04
C11 -3.020 -0.130 -2.937  -0.22
C12 2.266 -5.781 2.489  -0.04
C13 0.873 -5.219 4.822  -0.10
C14 2.518 -6.499 3.643  -0.11
C15 -2.632 1.729 -1.525  -0.08
C16 -1.579 -0.329 -3.390  -0.20
C17 -3.234 -0.170 1.506  -0.74
C18 0.608 -4.490 3.671  -0.02
C19 -1.387 1.101 1.664  -0.14
C20 2.725 4.557 -2.801  0.05
C21 3.502 4.758 -1.683  -0.18
C22 -4.010 0.700 2.255  -0.06
H1 -1.041 0.619 -3.411  0.10
H2 0.328 -4.991 5.731  0.09
H3 -2.977 2.118 -0.567  0.08
H4 -1.287 -2.933 -3.603  0.09
H5 -5.050 0.502 2.463  0.10
H6 -3.545 3.468 3.690  0.10
H7 -2.172 -2.679 -2.072  0.08
H8 -0.449 -3.095 -2.035  0.06
H9 -2.978 2.394 -2.328  0.09
H10 -1.541 1.711 -1.532  0.07
H11 2.803 -5.988 1.576  0.10
H12 -3.499 0.497 -3.710  0.12
H13 3.268 -7.282 3.624  0.09
H14 -1.628 -0.718 -4.422  0.12
H15 -1.492 2.923 2.755  0.12
H16 2.030 -6.792 5.721  0.08
H17 3.919 4.165 0.350  0.12
H18 -3.548 -1.086 -2.909  0.11
H19 -0.126 -3.698 3.634  0.11
H20 2.869 5.153 -3.688  0.12
H21 -0.343 1.291 1.442  0.05

Force components x, y, z for each atom (eV/Å):
Cs -0.338 0.130 -0.392
Br 0.023 0.028 0.037
O 0.110 -0.419 0.143
O 0.012 -0.019 -0.011
O 0.003 0.062 -0.032
O -0.013 0.015 0.002
O 0.019 0.030 0.122
O 0.045 0.015 0.116
O -0.022 0.060 -0.013
O 0.327 0.368 0.067
O 0.040 -0.365 -0.046
O -0.012 0.017 0.006
O -0.028 0.062 0.002
O 0.030 -0.006 -0.029
N 0.116 0.053 0.161
N 0.107 -0.165 0.062
N -0.007 -0.073 -0.004
N -0.024 -0.045 0.040
N 0.013 0.016 0.031
C -0.116 0.011 -0.110
C 0.028 0.003 -0.020
C -0.027 -0.071 0.024
C -0.034 0.050 0.035
C -0.019 0.001 -0.017
C 0.004 0.011 -0.022
C -0.034 0.049 -0.001
C 0.045 0.016 -0.006
C -0.091 0.021 -0.041
C 0.026 0.016 0.003
C -0.020 0.033 -0.029
C 0.056 -0.052 -0.007
C 0.002 0.004 -0.016
C -0.016 0.002 0.041
C -0.037 0.000 -0.027
C 0.030 0.012 -0.021
C -0.091 -0.093 -0.130
C -0.019 0.002 0.062
C -0.072 0.065 0.023
C -0.002 0.023 -0.008
C 0.013 0.040 -0.017
C -0.012 -0.029 -0.028
H -0.006 0.018 0.013
H -0.005 0.004 0.004
H -0.004 0.004 -0.013
H -0.012 0.048 -0.018
H -0.003 0.011 0.008
H 0.000 0.002 -0.002
H 0.001 0.030 0.005
H -0.046 0.008 0.014
H 0.007 -0.005 0.007
H 0.029 0.000 -0.012
H -0.003 0.005 0.000
H -0.009 0.005 0.034
H 0.001 -0.001 0.008
H 0.029 0.003 0.012
H -0.021 0.014 0.013
H 0.004 -0.005 0.005
H -0.002 0.002 0.006
H -0.003 0.011 -0.011
H -0.004 -0.001 0.015
H 0.009 0.006 0.014
H 0.026 -0.035 -0.052

---

# 4
Computed, not measured: a molecular structure, C22H21BrN5O6Tc, with ωB97M-V/def2-TZVPD.

The lowest unoccupied orbital energy (spin up / spin down) is 1.66 / 1.47 eV. As for the spin multiplicity: 4. The maximum force comes out at 0.008 Eh/bohr. As for the frontier orbital gap (spin up / spin down): 5.5 / 7.0 eV. Its charge is -1. As for the expectation value of S²: 3.769. For the HOMO energy (spin up / spin down), the calculation gives -3.84 / -5.54 eV. For the energy, the calculation gives -115131.318 eV.

Each line ends with the Löwdin spin population.
Element x y z (Å)
Tc1 0.319 0.746 -0.508  1.67
Br1 2.088 2.386 2.408  0.00
O1 2.255 -2.694 5.237  0.00
O2 0.751 0.062 -2.276  0.07
O3 -1.230 -0.441 -0.895  0.26
O4 -2.327 2.724 1.769  0.01
O5 -0.527 2.136 0.616  0.09
O6 0.378 -1.697 6.009  0.00
N1 0.530 -0.254 1.270  0.01
N2 -0.224 -0.746 -2.814  0.14
N3 2.243 1.847 -0.348  0.01
N4 -1.414 -0.789 -2.189  0.52
N5 -1.581 0.561 1.925  0.01
C1 0.219 -2.039 -6.759  0.04
C2 2.763 2.546 0.667  0.01
C3 -2.915 -0.014 2.305  0.00
C4 -0.073 -1.161 -4.114  0.01
C5 1.662 -0.941 1.519  0.01
C6 4.467 3.483 -0.722  0.01
C7 -3.404 0.498 3.660  0.00
C8 3.963 2.731 -1.776  0.00
C9 -1.521 1.881 1.441  0.01
C10 -1.105 -1.879 -4.741  0.03
C11 3.865 3.388 0.512  0.00
C12 1.906 -1.549 2.721  0.00
C13 1.102 -0.887 -4.826  0.03
C14 -0.165 -0.663 3.493  0.00
C15 1.233 -1.990 5.156  0.00
C16 1.233 -1.329 -6.132  0.00
C17 2.859 1.943 -1.549  0.01
C18 -0.945 -2.305 -6.046  0.00
C19 -2.806 -1.540 2.302  0.00
C20 -0.400 -0.131 2.229  0.01
C21 0.979 -1.391 3.752  0.01
C22 -3.923 0.349 1.205  0.00
H1 -4.174 1.404 1.214  0.00
H2 2.368 -0.977 0.698  0.00
H3 -4.834 -0.227 1.373  0.00
H4 -2.171 -1.930 3.095  0.00
H5 -4.452 0.220 3.793  0.00
H6 -3.328 1.582 3.697  0.00
H7 -2.008 -2.089 -4.190  0.01
H8 -2.430 -1.888 1.339  0.00
H9 2.150 -1.110 -6.667  0.00
H10 4.226 3.936 1.369  0.00
H11 4.401 2.755 -2.763  0.00
H12 -0.859 -0.508 4.305  0.00
H13 -3.517 0.080 0.229  0.00
H14 -3.806 -1.948 2.455  0.00
H15 5.323 4.129 -0.860  0.00
H16 1.899 -0.340 -4.348  0.00
H17 2.414 1.357 -2.341  0.00
H18 -1.751 -2.857 -6.515  0.00
H19 0.331 -2.378 -7.779  0.00
H20 -2.842 0.067 4.489  0.00
H21 2.803 -2.121 2.908  0.00

Force components x, y, z for each atom (eV/Å):
Tc -0.316 -0.129 0.000
Br -0.132 -0.031 0.019
O 0.098 0.017 -0.059
O 0.139 0.185 -0.039
O 0.043 -0.070 0.167
O -0.133 -0.078 0.020
O 0.049 -0.079 0.086
O -0.083 0.079 -0.011
N 0.095 0.012 -0.033
N -0.024 -0.391 0.098
N 0.093 0.171 0.066
N 0.003 0.215 -0.180
N -0.123 -0.053 0.113
C -0.004 0.014 0.043
C 0.209 -0.049 -0.247
C 0.061 0.000 -0.028
C -0.063 0.036 -0.141
C -0.031 -0.012 0.080
C 0.039 0.009 -0.072
C -0.030 0.011 0.002
C -0.024 -0.001 0.087
C 0.128 0.197 -0.095
C 0.048 0.017 0.027
C -0.115 -0.098 0.004
C -0.006 -0.015 0.013
C -0.051 -0.003 0.038
C 0.054 0.033 0.048
C -0.004 -0.149 0.137
C 0.037 -0.002 -0.035
C -0.009 0.057 0.109
C -0.018 -0.025 -0.032
C -0.065 -0.033 0.062
C 0.008 0.049 -0.081
C 0.003 0.069 -0.127
C 0.048 -0.030 0.049
H 0.015 0.074 0.001
H 0.010 -0.017 -0.005
H -0.019 0.011 0.002
H -0.035 -0.007 -0.014
H -0.012 -0.029 0.011
H -0.008 0.025 -0.005
H -0.010 0.007 0.012
H 0.014 -0.015 -0.030
H 0.007 -0.001 -0.008
H 0.018 0.009 -0.009
H 0.029 0.027 -0.001
H 0.002 -0.006 0.005
H 0.021 0.002 -0.025
H -0.006 -0.014 -0.022
H 0.013 0.005 -0.002
H 0.001 0.014 0.017
H -0.009 0.000 0.003
H -0.003 -0.007 -0.008
H 0.003 -0.005 -0.015
H 0.027 0.009 -0.001
H 0.019 -0.005 0.005